{
  "formula": "C61H174N22O21",
  "method": "the ωB97M-V functional and the def2-TZVPD basis",
  "molar_mass_g_mol": 1552.2,
  "e_lumo_ev": 0.28,
  "e_tot_ha": -5213.19924,
  "symbols": ["C", "C", "C", "O", "C", "N", "H", "H", "H", "H", "H", "H", "H", "H", "H", "H", "H", "C", "C", "C", "O", "C", "N", "H", "H", "H", "H", "H", "H", "H", "H", "H", "H", "H", "C", "C", "C", "O", "C", "N", "H", "H", "H", "H", "H", "H", "H", "H", "H", "H", "H", "C", "C", "C", "O", "C", "N", "H", "H", "H", "H", "H", "H", "H", "H", "H", "H", "H", "C", "C", "C", "O", "C", "N", "H", "H", "H", "H", "H", "H", "H", "H", "H", "H", "H", "C", "C", "C", "O", "C", "N", "H", "H", "H", "H", "H", "H", "H", "H", "H", "H", "H", "C", "C", "C", "O", "C", "N", "H", "H", "H", "H", "H", "H", "H", "H", "H", "H", "H", "C", "C", "C", "O", "C", "N", "H", "H", "H", "H", "H", "H", "H", "H", "H", "H", "H", "C", "C", "C", "O", "C", "N", "H", "H", "H", "H", "H", "H", "H", "H", "H", "H", "H", "C", "C", "C", "O", "C", "N", "H", "H", "H", "H", "H", "H", "H", "H", "H", "H", "H", "C", "O", "N", "N", "H", "H", "H", "H", "C", "O", "N", "N", "H", "H", "H", "H", "C", "O", "N", "N", "H", "H", "H", "H", "C", "O", "N", "N", "H", "H", "H", "H", "C", "O", "N", "N", "H", "H", "H", "H", "C", "O", "N", "N", "H", "H", "H", "H", "C", "C", "C", "O", "H", "H", "H", "H", "H", "H", "H", "H", "C", "C", "C", "O", "H", "H", "H", "H", "H", "H", "H", "H", "C", "C", "C", "O", "H", "H", "H", "H", "H", "H", "H", "H", "C", "C", "C", "O", "H", "H", "H", "H", "H", "H", "H", "H", "C", "C", "C", "O", "H", "H", "H", "H", "H", "H", "H", "H"],
  "xyz": [[0.994, 2.086, 0.520], [-0.003, 0.938, 0.723], [0.360, -0.352, 0.068], [0.283, -0.188, -1.371], [0.661, -1.356, -2.050], [-0.076, 0.664, 2.135], [1.948, 1.807, 1.052], [0.554, 2.993, 0.981], [1.280, 2.354, -0.475], [-0.982, 1.237, 0.305], [-0.326, -1.170, 0.379], [1.343, -0.760, 0.351], [-0.038, -2.166, -1.842], [1.663, -1.662, -1.776], [0.652, -1.242, -3.181], [-0.806, 0.016, 2.378], [-0.184, 1.518, 2.666], [-1.190, -0.607, -5.267], [-1.948, 0.093, -6.449], [-1.631, -0.428, -7.865], [-0.184, -0.307, -8.000], [0.225, -0.092, -9.338], [-3.391, 0.019, -6.272], [-1.883, -1.315, -4.916], [-0.918, 0.040, -4.459], [-0.291, -1.210, -5.526], [-1.575, 1.148, -6.473], [-2.099, 0.181, -8.636], [-1.913, -1.406, -8.070], [1.215, 0.368, -9.326], [-0.457, 0.644, -9.818], [0.212, -1.029, -9.881], [-3.792, 0.412, -5.441], [-3.745, -0.959, -6.242], [3.836, 0.009, -2.227], [4.924, 1.028, -2.086], [5.343, 1.645, -3.403], [5.761, 0.591, -4.319], [7.134, 0.692, -4.488], [4.689, 2.131, -1.143], [2.925, 0.482, -2.601], [3.519, -0.588, -1.379], [4.174, -0.674, -3.045], [5.877, 0.556, -1.797], [6.142, 2.389, -3.292], [4.523, 2.212, -3.826], [7.673, 0.450, -3.550], [7.410, 1.705, -4.832], [7.467, 0.033, -5.315], [4.137, 1.793, -0.375], [4.064, 2.788, -1.600], [3.187, 9.528, 4.865], [2.382, 8.345, 5.533], [2.817, 7.002, 4.922], [2.011, 5.974, 5.435], [2.339, 4.634, 4.988], [2.472, 8.353, 6.996], [3.024, 9.383, 3.790], [4.235, 9.385, 5.143], [2.808, 10.476, 5.165], [1.301, 8.522, 5.249], [3.872, 6.781, 5.137], [2.652, 7.052, 3.810], [1.770, 3.944, 5.629], [3.413, 4.431, 5.245], [2.129, 4.578, 3.917], [3.469, 8.211, 7.130], [1.932, 7.542, 7.297], [-1.058, -4.539, -3.731], [-1.118, -4.986, -2.248], [-2.344, -5.853, -2.147], [-3.601, -5.247, -2.524], [-3.961, -4.198, -1.649], [-0.022, -5.825, -1.736], [-1.872, -3.863, -3.914], [-1.095, -5.374, -4.450], [-0.098, -4.124, -3.980], [-1.184, -4.117, -1.605], [-2.513, -6.201, -1.087], [-2.183, -6.719, -2.811], [-3.499, -3.246, -2.018], [-3.551, -4.401, -0.633], [-5.043, -4.066, -1.676], [0.078, -6.611, -2.362], [0.866, -5.332, -1.819], [3.451, -4.543, 1.830], [3.725, -3.085, 2.159], [4.860, -2.791, 3.130], [4.729, -1.464, 3.657], [5.472, -0.478, 2.980], [3.953, -2.240, 0.982], [2.588, -4.612, 1.213], [3.482, -5.135, 2.741], [4.282, -4.930, 1.204], [2.718, -2.817, 2.628], [5.797, -2.895, 2.602], [4.887, -3.456, 3.987], [5.041, -0.250, 1.990], [6.541, -0.710, 2.812], [5.351, 0.435, 3.595], [4.931, -2.221, 0.711], [3.439, -2.568, 0.185], [-3.324, -7.050, 2.481], [-4.763, -6.834, 2.963], [-5.553, -5.991, 1.940], [-5.600, -6.633, 0.706], [-6.779, -6.362, -0.079], [-5.363, -8.084, 3.231], [-2.773, -7.610, 3.266], [-2.835, -6.056, 2.407], [-3.240, -7.469, 1.462], [-4.733, -6.411, 3.950], [-4.960, -5.055, 1.892], [-6.540, -5.707, 2.357], [-6.682, -6.957, -0.970], [-6.798, -5.318, -0.409], [-7.711, -6.621, 0.452], [-5.104, -8.798, 2.558], [-5.140, -8.436, 4.145], [-2.165, -2.309, 4.671], [-1.535, -3.046, 3.458], [-2.446, -2.723, 2.292], [-2.365, -1.378, 1.885], [-3.309, -0.982, 0.939], [-0.188, -2.710, 3.186], [-3.212, -2.516, 4.746], [-2.051, -1.242, 4.601], [-1.738, -2.587, 5.638], [-1.534, -4.124, 3.634], [-3.466, -3.032, 2.550], [-2.314, -3.347, 1.428], [-3.397, 0.075, 1.118], [-4.336, -1.306, 1.155], [-3.097, -1.195, -0.126], [0.441, -3.165, 3.825], [-0.024, -1.709, 3.247], [-2.450, 2.966, -1.450], [-2.751, 1.915, -2.502], [-4.179, 1.443, -2.352], [-4.553, 0.414, -3.228], [-4.073, -0.966, -3.026], [-2.465, 2.318, -3.829], [-3.074, 3.844, -1.592], [-1.366, 3.184, -1.481], [-2.636, 2.735, -0.407], [-2.162, 1.042, -2.274], [-4.843, 2.260, -2.624], [-4.453, 1.283, -1.346], [-4.622, -1.614, -3.726], [-4.345, -1.403, -2.031], [-3.017, -0.943, -3.106], [-2.801, 1.602, -4.416], [-2.914, 3.182, -4.049], [-7.725, -1.402, -0.798], [-8.645, -0.260, -1.064], [-8.094, 1.148, -0.714], [-7.046, 1.090, 0.276], [-6.785, 2.327, 0.928], [-8.926, -0.143, -2.481], [-7.559, -1.537, 0.265], [-6.768, -1.265, -1.319], [-8.197, -2.302, -1.164], [-9.538, -0.451, -0.582], [-8.809, 1.882, -0.357], [-7.717, 1.645, -1.621], [-7.720, 2.824, 1.327], [-6.145, 2.970, 0.278], [-6.131, 2.070, 1.792], [-9.424, -0.943, -2.816], [-8.036, -0.202, -3.012], [4.056, -4.733, -2.507], [3.215, -4.095, -1.899], [4.574, -4.457, -3.700], [4.439, -6.009, -2.079], [5.253, -5.088, -4.025], [4.397, -3.613, -4.229], [4.909, -6.656, -2.724], [3.836, -6.463, -1.439], [-0.027, -5.864, 1.917], [0.013, -5.693, 3.107], [0.067, -4.829, 0.993], [0.127, -7.039, 1.209], [0.140, -3.888, 1.346], [-0.014, -5.046, 0.020], [-0.204, -7.864, 1.666], [0.135, -6.949, 0.214], [-5.028, 0.876, 3.986], [-5.630, -0.134, 4.355], [-5.570, 2.101, 4.079], [-3.811, 0.797, 3.412], [-5.070, 2.963, 4.014], [-6.318, 2.105, 4.777], [-3.444, -0.141, 3.440], [-3.201, 1.599, 3.262], [1.372, 3.432, -3.281], [2.434, 3.468, -2.777], [0.955, 4.501, -4.051], [0.536, 2.413, -3.205], [0.200, 4.350, -4.733], [1.721, 5.146, -4.225], [0.914, 1.571, -2.823], [-0.386, 2.503, -3.660], [1.731, -0.123, 5.180], [0.617, 0.363, 5.396], [2.489, -0.461, 6.194], [2.141, -0.383, 3.923], [1.881, -1.057, 6.739], [3.405, -0.782, 6.037], [1.587, 0.037, 3.142], [2.891, -1.020, 3.714], [-1.818, 4.504, 3.875], [-2.739, 3.702, 3.891], [-0.995, 4.524, 4.982], [-1.621, 5.274, 2.850], [-1.118, 3.608, 5.469], [-0.079, 4.903, 4.814], [-0.866, 5.888, 2.854], [-2.199, 5.360, 2.033], [-2.038, 3.424, 8.587], [-1.629, 2.143, 7.848], [-2.830, 1.518, 7.172], [-0.622, 2.566, 6.980], [-3.013, 3.305, 9.073], [-1.953, 4.135, 7.816], [-1.376, 3.674, 9.410], [-1.188, 1.424, 8.558], [-2.557, 0.597, 6.635], [-3.369, 2.075, 6.382], [-3.585, 1.214, 7.898], [-0.245, 1.717, 6.677], [2.867, -0.406, -5.853], [3.082, -1.846, -5.417], [2.730, -2.819, -6.491], [4.496, -2.156, -5.118], [2.947, 0.386, -5.102], [1.876, -0.394, -6.307], [3.552, -0.193, -6.671], [2.526, -2.065, -4.505], [2.659, -3.877, -6.140], [3.322, -2.655, -7.396], [1.716, -2.559, -6.756], [4.886, -1.282, -4.899], [-0.711, 6.271, -0.492], [-1.526, 7.545, -0.165], [-2.041, 8.139, -1.438], [-2.686, 7.210, 0.628], [0.156, 6.537, -1.071], [-1.353, 5.585, -1.049], [-0.325, 5.718, 0.370], [-0.835, 8.214, 0.380], [-1.236, 8.190, -2.202], [-2.486, 9.149, -1.282], [-2.756, 7.454, -1.890], [-3.046, 7.986, 1.104], [9.729, -4.570, 0.346], [8.873, -3.992, -0.824], [7.335, -4.162, -0.590], [9.223, -2.663, -1.129], [10.757, -4.618, -0.032], [9.460, -5.599, 0.615], [9.566, -3.945, 1.218], [9.078, -4.597, -1.734], [6.783, -3.459, -1.190], [7.199, -3.897, 0.463], [7.057, -5.187, -0.738], [10.155, -2.493, -1.156], [2.848, 6.897, -2.295], [3.632, 7.027, -1.051], [3.979, 5.604, -0.485], [4.826, 7.774, -1.285], [1.877, 6.366, -2.198], [3.427, 6.415, -3.061], [2.516, 7.881, -2.698], [3.026, 7.532, -0.260], [4.469, 5.582, 0.489], [4.541, 5.027, -1.238], [3.017, 5.121, -0.256], [5.505, 7.220, -1.692]],
  "forces_ev_per_angstrom": [[0.47, -0.25, 1.42], [-0.23, 0.58, -0.47], [0.05, -1.37, -1.25], [0.05, 0.30, 0.33], [-0.16, -0.25, -1.26], [0.52, 0.29, 0.58], [-0.85, 0.39, -0.28], [0.38, -0.34, -0.05], [-0.18, -0.15, -0.87], [0.18, 0.00, 0.00], [-0.08, 0.51, -0.16], [0.23, 0.55, -0.03], [-0.09, -0.25, 0.19], [0.33, -0.27, 0.13], [-0.07, 0.40, 1.37], [-0.43, -0.09, -0.04], [-0.14, -0.01, 0.22], [0.71, -0.58, -1.76], [0.73, 0.21, 0.23], [2.14, 2.02, 0.83], [-0.77, 0.08, -0.02], [-0.58, 0.76, 0.30], [-0.83, -0.88, -0.67], [-0.81, -1.05, 0.79], [0.05, 0.67, 0.38], [-0.38, 0.68, -0.23], [-0.73, -0.58, 0.04], [-0.22, 0.36, 0.20], [-0.63, -2.20, 0.01], [0.04, -0.32, 0.02], [0.33, -0.45, 0.03], [0.14, -0.17, -0.41], [0.15, 0.47, 0.45], [0.69, 0.82, -0.29], [-0.31, -0.59, -1.80], [1.59, 0.58, 0.91], [-0.57, -0.33, -0.60], [-0.82, 0.97, 0.46], [1.48, -0.18, -0.85], [-0.08, 0.03, -0.50], [-0.09, 0.20, -0.03], [0.53, 0.11, 0.49], [-0.44, 0.13, 0.80], [-0.37, -0.40, 0.46], [0.02, -0.40, 0.32], [-0.49, -0.12, -0.44], [-0.06, 0.09, -0.47], [0.02, -0.20, 0.30], [-0.29, 0.00, 0.65], [-0.07, -0.25, 0.51], [-0.10, 0.10, -0.04], [-0.55, -2.53, 0.28], [-0.97, 0.98, -0.86], [-0.49, 0.22, -1.06], [-0.41, -0.90, 0.34], [0.95, 1.10, 1.32], [0.07, 0.17, -1.08], [0.44, 0.33, 0.11], [0.04, 0.38, -0.28], [-0.17, 0.67, 0.36], [0.94, -0.38, 0.32], [0.08, 0.17, -0.09], [0.45, 0.00, 0.61], [-0.14, 0.22, -0.60], [-0.70, 0.13, -0.67], [0.13, -0.47, 0.04], [-0.11, -0.29, 0.87], [0.51, 0.07, 0.32], [0.96, -0.79, 0.40], [-0.14, -0.35, -1.16], [-1.79, -0.50, 1.39], [0.81, -0.39, -0.17], [1.05, 0.55, -0.23], [0.32, 0.33, -0.75], [-0.24, 0.39, -0.32], [-0.52, -0.09, 0.49], [0.41, 0.87, 0.13], [-0.10, 0.29, 0.18], [0.52, 0.04, -0.83], [-0.32, 0.23, 0.28], [-0.24, -0.56, 0.43], [-0.63, 0.18, -0.32], [0.09, -0.18, 0.21], [-0.01, -0.36, -0.08], [0.07, 0.18, 0.00], [2.76, -0.14, -0.28], [-1.55, 0.25, 0.22], [-0.80, 0.25, 0.14], [0.68, -0.86, 0.02], [-0.27, 1.32, -0.39], [-0.14, 0.36, 0.30], [-0.97, -0.31, -0.02], [-0.70, -0.21, 0.02], [-0.17, 0.07, 0.18], [1.31, 0.41, -0.28], [0.57, -0.02, -0.19], [-0.21, -0.22, 0.07], [0.05, -0.17, 0.31], [-0.37, -0.17, 0.47], [0.39, -0.40, -0.32], [-0.07, -0.20, 0.04], [-0.27, -0.30, -0.41], [0.77, 1.41, 0.22], [0.75, -0.40, -1.05], [0.59, 0.95, 1.64], [-0.92, -0.28, -0.69], [0.71, 0.16, 0.60], [-1.50, -1.90, -0.26], [-0.18, 0.08, -0.77], [0.02, -0.41, 0.07], [-0.25, -0.26, 0.64], [0.04, 1.29, 0.16], [-0.35, 0.04, -0.38], [0.20, -0.43, -0.35], [-0.02, -0.40, -0.29], [-0.11, 0.08, 0.26], [0.38, 0.11, -0.04], [-0.14, 0.12, 0.01], [0.10, -0.05, 0.18], [0.78, -0.62, 0.37], [-1.58, 0.46, 0.84], [-0.74, -1.10, -0.54], [0.32, -0.28, 0.58], [-0.97, 0.69, -0.18], [1.32, 0.91, -0.74], [-0.79, -0.16, -0.03], [0.19, 0.58, -0.20], [0.26, -0.14, -0.16], [-0.39, 0.05, -0.13], [-0.29, 0.63, 0.44], [0.94, -0.54, -0.72], [0.08, 0.65, -0.61], [0.18, -0.55, 0.14], [0.42, -0.18, 0.47], [0.17, -0.20, 0.19], [0.06, -0.13, 0.10], [0.91, 0.48, -0.13], [-0.86, -0.88, 2.12], [-0.45, 0.77, -0.78], [-0.22, -1.92, -0.58], [-1.86, 1.22, 1.26], [1.51, 0.89, -0.11], [0.18, 0.46, -0.41], [-0.55, 0.38, -0.17], [-0.25, -0.86, 0.08], [0.79, -0.44, 0.09], [-0.13, 0.36, -0.32], [-0.07, -0.91, 1.54], [0.59, 0.48, -0.20], [0.11, 0.89, -0.44], [1.08, -0.53, -0.35], [-0.39, -0.60, -1.10], [-0.49, 0.55, -0.27], [0.84, -0.16, 0.49], [1.82, 1.69, -1.29], [1.25, 0.33, 0.76], [-0.70, -0.05, -0.21], [0.70, -0.39, 0.48], [0.48, 0.14, -1.35], [0.29, 0.01, 0.22], [-0.10, -0.05, 0.19], [-0.12, -0.41, -0.23], [-2.01, -0.13, 1.16], [-0.84, -0.31, 0.19], [0.26, -0.43, -0.11], [0.95, -0.36, -0.66], [-0.84, 0.07, 0.21], [-0.69, 0.23, -0.53], [-0.60, -0.54, -0.07], [-0.58, 0.35, 0.52], [-0.87, -1.98, -0.13], [-0.15, 0.66, 0.35], [-0.09, 0.68, -0.17], [0.99, -0.24, -0.40], [0.79, -0.44, -0.66], [0.28, 0.42, 0.24], [-0.49, 0.73, 0.51], [-0.45, -0.11, 0.68], [1.88, 1.19, -2.89], [-0.59, -0.61, 1.19], [-0.48, 0.14, 1.16], [-0.32, -0.34, 1.55], [-0.13, 0.17, 0.19], [-0.03, 0.07, -0.09], [-0.01, -0.40, -0.15], [-0.33, -0.30, -0.44], [0.21, -1.15, 0.17], [0.12, 0.33, -0.06], [-1.94, 0.90, 1.25], [0.68, -0.08, -0.36], [0.82, 0.15, -0.11], [0.32, 0.12, -0.62], [0.34, 0.23, -0.17], [-0.30, -0.21, 0.34], [-2.28, 1.06, -2.35], [4.24, -0.01, 2.26], [-0.79, 0.18, -0.40], [-1.61, -0.38, -0.55], [0.93, 0.42, 0.48], [-0.65, -0.16, -0.27], [-0.41, -0.51, 0.35], [0.43, -0.75, 0.51], [-2.29, 0.99, -3.33], [-0.55, 0.37, 0.06], [0.55, -0.99, 2.88], [-0.51, 0.90, -1.06], [0.67, 0.14, 0.95], [1.04, -0.71, -0.37], [0.33, -0.59, 0.88], [0.35, 0.27, 0.13], [-0.47, -2.20, 2.45], [-1.67, -1.09, -0.32], [-0.56, -0.22, -1.01], [0.60, 1.69, -2.12], [0.78, 1.19, 0.00], [0.22, -0.10, 0.56], [1.29, 1.18, 0.06], [-0.50, -0.31, 0.23], [-0.12, -1.66, 1.14], [-0.99, 0.76, 1.60], [-0.50, -1.05, -1.05], [0.78, -1.19, -0.83], [-0.08, 0.33, -0.56], [-0.54, 1.48, -0.57], [0.49, 0.06, -0.12], [-0.27, -0.05, -0.11], [0.20, 0.02, 0.22], [0.58, 0.49, 0.55], [0.09, 0.07, 0.19], [0.51, 0.40, -0.63], [-0.17, -0.35, -0.56], [1.56, -0.33, 0.58], [-1.29, -0.45, -0.20], [-0.53, 1.90, -0.11], [0.07, -0.40, 0.10], [-0.19, 0.36, 0.14], [0.24, 0.15, -0.04], [-0.20, 0.04, 0.12], [0.62, 0.77, -0.36], [0.19, -0.37, 0.29], [-0.63, -0.11, -0.40], [0.18, -0.69, 0.10], [-0.96, 0.00, 0.65], [0.39, -0.62, 0.35], [0.58, 0.83, -1.15], [0.30, 0.03, 0.72], [0.19, 0.16, -0.44], [0.17, -0.01, -0.14], [-0.24, 0.25, 0.17], [-0.50, 0.06, -0.08], [-0.27, 0.39, 0.49], [0.21, -0.73, -0.23], [-0.34, 0.09, 0.24], [0.51, -0.53, -0.56], [-0.68, 0.01, -1.22], [-0.07, -1.94, -0.58], [2.06, 1.25, 1.09], [-1.50, 0.72, 0.31], [0.06, 0.29, 0.59], [-0.19, 0.22, -0.22], [0.44, 0.16, 0.17], [0.15, 0.09, 0.36], [-0.32, 0.03, -0.42], [-0.49, -0.06, 0.01], [-0.27, -0.38, -0.20], [0.73, -0.36, 0.11], [-2.11, 0.88, -1.14], [0.83, -1.31, 1.81], [-0.95, 0.54, -0.22], [-0.17, 0.47, 0.26], [0.82, -0.12, 0.25], [0.31, -0.38, -0.41], [0.58, -0.31, 0.28], [0.68, 0.09, -0.60], [0.49, 0.47, -0.23], [-0.25, 0.07, 0.41], [0.19, -0.24, -0.51], [-0.35, -0.11, 0.11]],
  "lowdin_charge": [-0.0267, -0.4261, -0.1658, -0.2043, -0.1129, 0.0628, 0.0943, 0.0753, 0.0409, 0.1229, 0.1203, 0.1234, 0.0723, 0.0564, 0.0895, 0.0514, 0.0882, -0.0361, -0.3861, -0.1602, -0.2267, -0.1093, 0.0391, 0.0297, 0.0426, 0.0726, 0.1425, 0.1143, 0.1014, 0.0857, 0.0905, 0.0829, 0.0264, 0.0964, -0.0314, -0.4258, -0.1721, -0.2188, -0.1361, 0.0670, 0.0667, 0.0582, 0.0778, 0.1375, 0.1245, 0.1119, 0.1014, 0.0894, 0.0975, 0.0510, 0.0197, -0.0506, -0.4388, -0.2408, -0.2341, -0.0774, 0.0372, 0.0710, 0.0745, 0.0587, 0.1461, 0.1266, 0.1298, 0.0867, 0.1009, 0.0840, 0.0683, 0.0712, -0.0323, -0.4236, -0.1990, -0.1858, -0.1010, 0.0312, 0.0636, 0.0908, 0.0601, 0.1096, 0.1340, 0.1344, 0.0620, 0.0929, 0.0871, 0.0919, 0.0759, -0.0513, -0.4253, -0.1657, -0.2363, -0.1169, 0.0707, 0.0419, 0.0842, 0.0780, 0.1310, 0.1093, 0.1273, 0.0709, 0.0943, 0.0950, 0.0682, 0.0368, -0.0685, -0.4505, -0.2211, -0.1918, -0.0756, 0.0266, 0.0895, 0.0607, 0.0789, 0.1346, 0.1094, 0.1308, 0.0795, 0.0710, 0.0951, 0.0775, 0.0688, -0.0321, -0.4123, -0.2116, -0.2201, -0.1099, 0.0672, 0.0697, 0.0499, 0.0809, 0.1197, 0.1192, 0.0944, 0.0644, 0.1051, 0.0817, 0.0790, 0.0484, -0.0481, -0.4503, -0.2084, -0.1969, -0.0666, 0.0821, 0.0808, 0.0684, 0.0741, 0.1205, 0.1337, 0.1044, 0.1013, 0.0599, 0.0487, 0.0285, 0.0953, -0.0649, -0.4258, -0.1621, -0.2241, -0.1095, 0.0201, 0.0817, 0.0732, 0.0725, 0.1129, 0.1085, 0.1138, 0.1049, 0.0850, 0.0604, 0.0584, 0.0854, -0.6728, 0.0095, 0.1936, 0.1321, 0.0883, 0.0521, 0.1019, 0.0763, -0.6738, 0.0319, 0.1575, 0.1569, 0.0610, 0.0191, 0.0903, 0.0469, -0.7162, 0.0025, 0.1502, 0.1827, 0.0749, 0.1223, 0.0663, 0.0834, -0.7414, 0.0438, 0.1502, 0.2004, 0.1042, 0.0885, 0.0739, 0.0720, -0.7127, -0.0063, 0.1773, 0.1897, 0.1225, 0.0807, 0.0826, 0.0501, -0.6983, -0.0089, 0.1823, 0.2019, 0.0899, 0.0495, 0.0811, 0.0931, -0.0409, -0.5009, -0.0514, -0.0865, 0.0816, 0.0568, 0.0726, 0.1406, 0.0713, 0.0783, 0.0799, 0.0626, -0.0276, -0.4594, -0.0561, -0.1101, 0.0718, 0.0591, 0.0929, 0.1178, 0.0939, 0.0955, 0.0607, 0.0682, -0.0396, -0.4761, -0.0745, -0.0756, 0.0478, 0.0650, 0.0640, 0.1400, 0.0877, 0.0922, 0.0818, 0.1085, -0.0537, -0.4886, -0.0414, -0.0427, 0.0739, 0.0781, 0.0745, 0.1267, 0.0664, 0.0618, 0.0624, 0.0764, -0.0944, -0.4875, -0.0501, -0.0532, 0.0535, 0.0731, 0.0951, 0.1429, 0.0726, 0.0723, 0.0686, 0.0892]
}